# 1
DFT (the ωB97M-V functional and the def2-TZVPD basis) results for 2 unconnected molecules or ions with the total composition C15H16N3 in a non-equilibrium geometry.

```
34
Properties=species:S:1:pos:R:3:nbo_charge:R:1
C -2.46 0.10 -1.43 -0.435
N -1.48 1.16 -1.17 -0.253
C -1.86 2.22 -0.27 0.075
C -2.50 3.37 -0.75 -0.208
C -2.86 4.38 0.12 -0.187
C -2.59 4.27 1.47 -0.170
C -1.96 3.14 1.96 -0.178
C -1.59 2.12 1.10 -0.215
C -0.24 1.12 -1.72 0.176
H -3.37 0.29 -0.86 0.250
H -2.71 0.07 -2.49 0.241
H -2.06 -0.87 -1.13 0.246
H -2.69 3.45 -1.81 0.229
H -3.34 5.27 -0.26 0.238
H -2.88 5.06 2.15 0.236
H -1.75 3.05 3.01 0.235
H -1.09 1.24 1.46 0.233
H 0.46 1.89 -1.48 0.230
H 0.06 0.31 -2.35 0.232
C 1.85 -4.37 -0.93 -0.216
C 1.42 -3.07 -1.03 -0.202
C 1.92 -2.12 -0.13 0.060
C 2.85 -2.52 0.86 0.157
C 3.28 -3.85 0.96 -0.243
C 2.77 -4.75 0.06 -0.197
N 3.16 -1.38 1.57 -0.545
C 2.42 -0.36 0.99 0.209
N 1.69 -0.78 -0.01 -0.515
H 1.47 -5.10 -1.62 0.223
H 0.72 -2.76 -1.79 0.204
H 3.98 -4.14 1.72 0.223
H 3.08 -5.78 0.12 0.227
H 3.83 -1.32 2.34 0.435
H 2.44 0.67 1.31 0.204
```

Results
E_HOMO = -0.412 Ha
ΔE to the lowest compared entry with this formula, charge and spin = 0.000 eV
Spin multiplicity = 1
Orbital gap = 0.24652 hartree
Total charge = +1
Lowest unoccupied orbital energy = -4.512 eV
Calculated total energy = -20278.2313 eV

=====

# 2
DFT (the ωB97M-V functional and the def2-TZVPD basis) results for 2 unconnected molecules or ions with the total composition C4H12O2 in a non-equilibrium geometry.

```
18
Properties=species:S:1:pos:R:3:nbo_charge:R:1
C 0.09 0.50 1.13 -0.619
C -0.77 0.50 -0.18 -0.431
C -1.61 -0.76 -0.20 0.108
C -2.68 -0.54 -1.34 -0.646
O -2.25 -0.99 1.10 -0.727
H 0.21 -0.52 1.34 0.190
H -0.59 0.93 1.97 0.222
H 1.11 0.92 1.27 0.215
H -1.52 1.28 -0.17 0.207
H -0.25 0.64 -1.14 0.212
H -1.05 -1.74 -0.32 0.147
H -2.65 -1.46 -1.97 0.208
H -3.65 -0.58 -0.85 0.234
H -2.48 0.28 -1.99 0.211
H -1.70 -1.82 1.25 0.468
H 6.30 0.73 0.64 0.466
H 6.51 1.59 -0.55 0.460
O 6.98 1.06 0.02 -0.926
```

Results
E_HOMO = -0.376 Ha
ΔE to the lowest compared entry with this formula, charge and spin = 1.313 eV
Spin multiplicity = 1
Orbital gap = 0.39920 hartree
Total charge = 0
Lowest unoccupied orbital energy = 0.640 eV
SMILES string = CC[C@H](C)O.O
Calculated total energy = -8436.2007 eV

=====

# 3
DFT (the ωB97M-V functional and the def2-TZVPD basis) results for a molecular structure, C21H22BrIrN2O6S2.

```
55
Properties=species:S:1:pos:R:3:lowdin_spin:R:1
Ir 0.63 -1.15 -0.87 0.635
O 2.09 -1.27 0.39 0.127
N 2.91 -2.37 0.28 0.001
C 4.04 -2.32 1.03 -0.001
C 4.91 -3.36 1.00 0.000
C 4.61 -4.47 0.19 0.002
C 3.47 -4.49 -0.55 -0.002
C 2.57 -3.41 -0.52 0.003
S 1.08 -3.37 -1.37 0.029
H 4.16 -1.41 1.60 0.000
H 5.81 -3.31 1.60 0.000
H 5.29 -5.31 0.16 0.000
H 3.22 -5.33 -1.18 0.000
C -3.12 3.81 2.51 0.000
C -2.85 2.42 2.02 0.000
C -3.62 1.87 0.99 0.000
C -3.38 0.59 0.52 0.000
C -4.22 0.00 -0.58 0.000
C -2.32 -0.13 1.08 -0.001
C -1.56 0.37 2.13 0.000
C -0.46 -0.45 2.75 -0.001
C -1.83 1.65 2.58 0.000
C -2.09 -1.52 0.60 0.003
O -2.84 -2.43 0.86 0.041
O -1.00 -1.87 -0.16 0.121
H -4.14 4.13 2.28 0.000
H -2.44 4.53 2.05 0.000
H -2.97 3.88 3.59 0.000
H -4.43 2.44 0.56 0.000
H -4.85 0.76 -1.04 0.000
H -4.86 -0.79 -0.18 0.000
H -3.60 -0.45 -1.36 0.000
H -0.82 -1.44 3.03 0.000
H -0.06 0.04 3.64 0.000
H 0.38 -0.58 2.05 0.000
H -1.24 2.06 3.40 0.000
C 0.59 -1.14 -4.85 0.000
S 0.78 -0.18 -3.40 0.004
O 1.92 -0.71 -2.59 0.026
O 0.84 1.20 -3.73 0.000
O -0.41 -0.56 -2.52 0.021
H 1.38 -0.85 -5.54 0.000
H -0.39 -0.89 -5.26 0.000
H 0.65 -2.19 -4.59 0.000
Br 3.58 3.62 0.30 0.000
C 1.88 2.89 -0.02 0.000
C 0.75 3.69 -0.06 0.000
C -0.47 3.08 -0.33 0.000
C -0.52 1.72 -0.53 -0.001
N 0.57 0.95 -0.45 -0.002
C 1.76 1.53 -0.22 -0.001
H 0.82 4.76 0.09 0.000
H -1.38 3.66 -0.40 0.000
H -1.44 1.22 -0.78 0.000
H 2.63 0.89 -0.21 0.000
```

Results
E_HOMO (spin up / spin down) = -0.420 / -0.420 Ha
ΔE to the lowest compared entry with this formula, charge and spin = 0.442 eV
Spin multiplicity = 2
Orbital gap (spin up / spin down) = 0.28584 / 0.21932 hartree
Total charge = +1
Lowest unoccupied orbital energy (spin up / spin down) = -3.651 / -5.455 eV
Calculated total energy = -131944.2781 eV

=====

# 4
DFT (the ωB97M-V functional and the def2-TZVPD basis) results for 2 unconnected molecules or ions with the total composition F2H4SSi2 in a non-equilibrium geometry.

```
9
Properties=species:S:1:pos:R:3:nbo_charge:R:1
F 1.42 0.74 0.20 -0.668
F 2.31 1.80 2.23 -0.658
Si -1.01 -0.47 -1.28 1.036
Si 1.45 0.53 1.79 1.804
S -1.00 -1.68 0.28 -0.656
H -0.74 -0.91 -2.64 -0.190
H -1.33 0.94 -1.26 -0.187
H 2.25 -0.64 2.03 -0.243
H 0.13 0.74 2.31 -0.238
```

Results
E_HOMO = -0.346 Ha
ΔE to the lowest compared entry with this formula, charge and spin = 1.538 eV
Spin multiplicity = 1
Orbital gap = 0.31482 hartree
Total charge = 0
Lowest unoccupied orbital energy = -0.857 eV
SMILES string = F[SiH2]F.[SiH2]=S
Calculated total energy = -32093.0547 eV

=====

# 5
DFT (the ωB97M-V functional and the def2-TZVPD basis) results for 2 unconnected molecules or ions with the total composition C6H14O2 in a non-equilibrium geometry.

```
22
Properties=species:S:1:pos:R:3:nbo_charge:R:1
C -1.93 -0.62 1.62 -0.057
O -2.96 -1.58 1.47 -0.748
C -0.57 -1.23 1.24 -0.422
C -0.31 -1.22 -0.30 -0.439
C 1.02 -0.56 -0.65 -0.196
C 0.96 0.46 -1.51 -0.186
C 2.22 1.10 -2.02 -0.666
H -2.06 -0.35 2.67 0.182
H -2.06 0.27 0.97 0.165
H -3.38 -1.68 0.61 0.474
H -0.59 -2.25 1.62 0.211
H 0.20 -0.72 1.84 0.196
H -1.10 -0.73 -0.88 0.206
H -0.29 -2.30 -0.45 0.216
H 1.96 -0.90 -0.22 0.204
H 0.05 0.82 -1.98 0.206
H 2.89 0.53 -2.68 0.220
H 2.10 2.06 -2.50 0.219
H 2.96 1.32 -1.25 0.213
H 0.21 3.05 1.28 0.458
H 0.56 1.86 0.69 0.465
O 0.11 2.65 0.41 -0.922
```

Results
E_HOMO = -0.336 Ha
ΔE to the lowest compared entry with this formula, charge and spin = 2.176 eV
Spin multiplicity = 1
Orbital gap = 0.36637 hartree
Total charge = 0
Lowest unoccupied orbital energy = 0.821 eV
SMILES string = C/C=C/CCCO.O
Calculated total energy = -10542.4409 eV

=====

# 6
DFT (the ωB97M-V functional and the def2-TZVPD basis) results for a single C23H18N2O3 molecule in a non-equilibrium geometry.

```
46
Properties=species:S:1:pos:R:3:nbo_charge:R:1
C 3.65 -1.02 0.93 -0.255
H 2.79 -0.34 0.87 0.189
O 3.70 -1.87 -0.20 -0.494
C 2.59 -2.60 -0.51 0.299
C 2.63 -3.29 -1.72 -0.238
C 1.55 -4.05 -2.13 -0.205
C 0.41 -4.12 -1.34 -0.211
C 0.36 -3.42 -0.14 -0.073
C 1.46 -2.69 0.30 -0.258
H 1.42 -2.20 1.25 0.229
C -0.88 -3.51 0.66 0.673
O -1.43 -4.54 0.95 -0.562
N -1.44 -2.31 1.09 -0.631
C -1.15 -1.03 0.73 0.659
N -0.11 -0.56 0.13 -0.510
C -0.32 0.80 0.03 0.068
C -1.54 1.09 0.59 0.260
C -2.34 2.29 0.72 -0.025
C -2.23 3.33 -0.20 -0.224
C -3.01 4.46 -0.07 -0.195
C -3.92 4.57 0.97 -0.214
C -4.05 3.54 1.88 -0.204
C -3.27 2.40 1.76 -0.222
H -3.37 1.59 2.47 0.218
H -4.76 3.61 2.69 0.215
H -4.52 5.46 1.07 0.215
H -2.92 5.26 -0.79 0.215
H -1.54 3.24 -1.03 0.225
O -2.07 -0.10 1.05 -0.429
C 0.74 1.63 -0.52 -0.094
C 0.96 2.93 -0.08 -0.140
C 2.02 3.66 -0.60 -0.230
C 2.87 3.10 -1.53 -0.209
C 2.67 1.80 -1.95 -0.209
C 1.61 1.06 -1.45 -0.185
H 1.45 0.04 -1.76 0.233
H 3.34 1.35 -2.67 0.216
H 3.69 3.68 -1.93 0.214
H 2.18 4.68 -0.26 0.214
H 0.31 3.37 0.67 0.210
H -2.31 -2.42 1.60 0.427
H -0.44 -4.70 -1.66 0.224
H 1.60 -4.58 -3.06 0.217
H 3.52 -3.20 -2.33 0.224
H 3.60 -1.60 1.86 0.172
H 4.57 -0.45 0.90 0.201
```

Results
E_HOMO = -0.290 Ha
ΔE to the lowest compared entry with this formula, charge and spin = 0.885 eV
Spin multiplicity = 1
Orbital gap = 0.30106 hartree
Total charge = 0
Lowest unoccupied orbital energy = 0.309 eV
SMILES string = COc1cccc(C(=O)Nc2nc(-c3ccccc3)c(-c3ccccc3)o2)c1
Calculated total energy = -33266.1382 eV

=====

# 7
DFT (the ωB97M-V functional and the def2-TZVPD basis) results for a molecular structure, C21H19BrLuN3O5S in a non-equilibrium geometry.

```
51
Properties=species:S:1:pos:R:3:nbo_charge:R:1
Lu 0.07 -0.93 1.27 2.035
C -0.80 -0.10 -6.26 -0.640
C -0.21 -0.60 -4.91 0.004
C 1.02 -1.26 -4.92 -0.217
C 1.59 -1.62 -3.71 -0.155
C 0.89 -1.56 -2.56 -0.366
C -0.45 -1.13 -2.58 -0.206
C -0.92 -0.50 -3.66 -0.176
S 1.65 -1.80 -1.00 2.295
O 1.65 -0.48 -0.27 -1.024
O 2.99 -2.36 -1.18 -0.910
N 0.64 -2.60 -0.03 -1.075
C -0.24 -3.71 -0.28 -0.338
C -1.45 -3.43 0.67 0.787
O -2.24 -4.28 0.95 -0.599
O -1.47 -2.27 1.28 -0.893
H -1.76 0.45 -6.15 0.220
H -0.96 -0.92 -6.97 0.233
H -0.13 0.62 -6.77 0.226
H 1.57 -1.53 -5.89 0.232
H 2.63 -1.95 -3.60 0.254
H -0.97 -1.34 -1.63 0.227
H -1.82 0.08 -3.51 0.213
H 0.22 -4.68 -0.04 0.228
H -0.54 -3.83 -1.32 0.207
Br 0.44 -1.66 8.08 0.022
C 0.54 -1.40 6.20 -0.089
C 1.61 -0.77 5.63 -0.252
C 1.68 -0.70 4.23 -0.198
C 0.66 -1.26 3.51 -0.587
C -0.33 -2.05 4.07 -0.203
C -0.44 -2.03 5.49 -0.239
H 2.33 -0.29 6.26 0.218
H 2.45 -0.13 3.70 0.201
H -1.02 -2.53 3.43 0.233
H -1.27 -2.38 6.07 0.221
N -0.57 6.17 -0.69 -0.803
C -0.34 5.51 0.48 0.631
O -0.03 6.14 1.51 -0.588
C -0.40 4.01 0.53 -0.060
C -0.47 3.47 1.83 -0.195
C -0.68 2.10 1.96 0.072
N -0.54 1.22 0.94 -0.592
C -0.48 1.80 -0.32 0.081
C -0.27 3.13 -0.53 -0.236
H -0.63 7.21 -0.59 0.425
H -0.88 5.74 -1.54 0.399
H -0.44 4.11 2.75 0.277
H -1.03 1.71 2.95 0.239
H -0.61 1.21 -1.25 0.227
H -0.23 3.39 -1.63 0.233
```

Results
E_HOMO = -0.294 Ha
ΔE to the lowest compared entry with this formula, charge and spin = 1.366 eV
Spin multiplicity = 1
Orbital gap = 0.23238 hartree
Total charge = 0
Lowest unoccupied orbital energy = -1.687 eV
Calculated total energy = -151292.1427 eV

=====

# 8
DFT (the ωB97M-V functional and the def2-TZVPD basis) results for a molecular structure, CH4CsO.

```
7
Properties=species:S:1:pos:R:3:nbo_charge:R:1
Cs 2.16 -2.30 0.65 0.998
C -0.57 0.26 0.15 -0.237
O 0.14 1.21 -0.61 -0.697
H 0.12 -0.38 0.71 0.084
H -1.20 0.78 0.87 0.215
H -1.27 -0.33 -0.46 0.180
H 0.61 0.76 -1.31 0.458
```

Results
E_HOMO = -0.520 Ha
ΔE to the lowest compared entry with this formula, charge and spin = 0.711 eV
Spin multiplicity = 1
Orbital gap = 0.36774 hartree
Total charge = +1
Lowest unoccupied orbital energy = -4.146 eV
Calculated total energy = -3691.0260 eV